No. 1
ORCA calculation (ωB97M-V/def2-TZVPD) on a structure of composition C42H32F6N3O8PV.

## Properties
⟨S²⟩: 2.01
Kohn-Sham gap (alpha / beta) in eV: 7.52 / 7.53
LUMO energy (alpha / beta) in eV: 2.0 / 2.0

Geometry as ORCA input:
```
! RIJCOSX wB97M-V def2-TZVPD def2/J DEFGRID3
* xyz -1 3
V -0.40 -1.05 0.24
P 2.04 0.14 -2.01
F 4.47 -1.05 2.65
F 2.44 -0.13 4.28
F 2.00 -2.19 3.81
F 4.09 -0.96 0.52
F 0.47 -0.68 3.58
F 3.47 -2.69 1.65
O -1.95 2.18 -1.45
O 1.33 -1.21 1.05
O -2.34 -1.18 -0.13
O -2.21 -6.14 4.89
O -4.35 -2.04 0.35
O -0.52 0.55 -0.92
O -0.90 0.62 1.53
O -4.21 -5.13 4.54
N -0.06 -2.29 -1.56
N -1.11 -2.64 1.54
N 0.98 -0.75 -3.04
C 4.18 -1.45 -2.66
C 3.59 -0.21 -2.93
C -1.31 2.98 1.33
C -2.33 -4.37 3.34
C -0.10 3.48 0.85
C -0.35 -2.50 -3.93
C -1.41 1.45 -0.64
C 5.39 0.24 -4.49
C -3.16 -1.94 0.55
C -5.56 1.58 0.66
C 0.57 2.28 -3.18
C -4.23 1.82 0.36
C 5.35 -1.84 -3.29
C 2.38 0.85 1.75
C 2.60 2.83 -2.02
C -1.56 4.97 2.66
C 1.70 1.86 -2.50
C -0.37 -3.42 2.34
C -3.59 0.57 2.30
C -2.99 -5.32 4.38
C -1.76 1.59 0.87
C 5.95 -0.99 -4.21
C 0.34 3.63 -3.41
C -5.92 0.84 1.77
C -0.72 -3.47 -1.45
C -2.04 3.74 2.23
C 3.57 -1.36 1.69
C -1.21 -4.19 -2.50
C -4.93 0.33 2.59
C 4.21 0.63 -3.86
C -0.94 -4.31 3.23
C 0.38 4.71 1.27
C 1.79 -0.93 3.41
C -1.04 -3.67 -3.78
C -0.35 5.46 2.18
C -3.22 1.31 1.18
C -3.09 -3.58 2.49
C 2.38 4.17 -2.24
C 0.18 -1.84 -2.80
C -2.45 -2.75 1.60
C 2.21 -0.66 1.94
C 1.25 4.58 -2.95
H 0.47 2.91 0.12
H -2.86 0.13 2.97
H -0.34 -4.95 3.86
H 3.08 4.91 -1.87
H 3.47 2.52 -1.45
H 3.72 -2.10 -1.92
H -6.33 1.97 0.00
H -6.96 0.63 1.98
H -1.18 0.49 2.44
H -3.95 2.39 -0.51
H -0.18 -2.07 -4.91
H 1.07 -0.56 -4.03
H -0.56 3.94 -3.91
H 1.43 1.33 1.96
H 3.77 1.59 -4.09
H -2.14 5.56 3.36
H -4.17 -3.62 2.53
H -1.45 -4.17 -4.64
H -2.99 3.38 2.60
H -0.17 1.56 -3.49
H 1.06 5.63 -3.11
H 5.86 0.91 -5.20
H 2.64 1.03 0.71
H 0.70 -3.32 2.23
H 1.32 5.08 0.88
H 5.79 -2.80 -3.07
H -5.18 -0.28 3.45
H -1.73 -5.12 -2.32
H 0.02 6.42 2.51
H 3.15 1.27 2.40
H -0.87 -3.81 -0.43
H 6.87 -1.29 -4.70
*
```

No. 2
ORCA calculation (ωB97M-V/def2-TZVPD) on a structure of composition C42H32O7OsP2S3.

## Properties
⟨S²⟩: 6.03
Kohn-Sham gap (alpha / beta) in eV: 7.01 / 5.75
LUMO energy (alpha / beta) in eV: -6.0 / -8.4

Geometry as ORCA input:
```
! RIJCOSX wB97M-V def2-TZVPD def2/J DEFGRID3
* xyz 2 5
Os -0.66 0.00 0.39
S -2.95 -0.68 -1.12
S -1.19 -2.76 1.06
S 1.71 0.10 0.12
P 0.43 -0.23 3.01
P -0.47 2.32 -0.23
O -0.25 -2.07 0.09
O -1.55 -1.65 2.00
O -0.68 -3.93 1.67
O 2.43 -1.12 -0.21
O -4.02 -0.08 -1.84
O -1.63 -0.68 -1.76
O -2.67 0.02 0.25
C 1.11 -1.68 3.81
C -1.88 2.69 -1.29
C 0.15 5.76 2.78
C 2.22 -3.94 4.95
C -3.17 -4.44 0.49
C 1.01 3.94 1.47
C -0.83 2.01 3.99
C 2.48 1.46 3.87
C -3.42 -2.31 -0.65
C 1.96 1.34 -1.12
C 3.11 1.29 -1.89
C -1.35 4.44 1.44
C -4.08 3.29 -2.86
C 2.53 3.47 -2.75
C -1.83 2.66 4.69
C 1.05 2.39 -1.20
C 2.47 -3.65 3.62
C 3.69 2.11 3.70
C 0.86 -1.97 5.15
C 1.42 -3.10 5.72
C 1.91 -2.52 3.04
C 1.36 3.48 -2.00
C -0.81 0.60 3.97
C -4.64 -2.74 -1.15
C 2.48 0.89 1.54
C -5.12 -4.01 -0.85
C -2.68 -3.17 0.20
C 4.31 2.12 2.45
C 1.22 4.98 2.35
C -0.28 3.65 1.01
C -2.82 0.54 5.30
C 3.38 2.37 -2.72
C -1.13 5.48 2.32
C -3.16 2.67 -0.73
C -4.26 2.98 -1.51
C -4.38 -4.85 -0.04
C 3.71 1.51 1.37
C -2.82 1.94 5.34
C -1.71 2.95 -2.65
C -1.83 -0.13 4.60
C 1.87 0.84 2.79
C -2.82 3.26 -3.42
H -0.74 2.90 -3.11
H -4.94 3.52 -3.47
H 1.24 -3.33 6.76
H 2.23 5.21 2.69
H -5.20 -2.06 -1.78
H -3.59 -0.02 5.80
H -2.58 -5.09 1.12
H 1.86 3.36 1.14
H 0.69 4.33 -2.05
H 0.32 6.59 3.46
H -3.60 2.45 5.89
H -6.07 -4.33 -1.25
H 4.20 1.53 0.40
H 2.10 -2.31 1.99
H -1.85 3.75 4.72
H 2.02 1.41 4.85
H -3.31 2.38 0.30
H 2.64 -4.83 5.40
H -2.69 3.47 -4.48
H -5.25 2.97 -1.08
H 4.17 2.59 4.55
H 0.26 -1.30 5.76
H -4.75 -5.84 0.18
H 2.77 4.32 -3.38
H -1.85 -1.21 4.52
H 3.09 -4.30 3.02
H -0.07 2.58 3.49
H -2.35 4.26 1.08
H -1.97 6.10 2.64
H 4.28 2.36 -3.33
H 3.77 0.43 -1.84
H 5.27 2.60 2.33
*
```

No. 3
ORCA calculation (ωB97M-V/def2-TZVPD) on a structure of composition C42H33BCdCl2N7O2PS3Se.

## Properties
Kohn-Sham gap in eV: 2.31
LUMO energy in eV: 3.3

Geometry as ORCA input:
```
! RIJCOSX wB97M-V def2-TZVPD def2/J DEFGRID3
* xyz -2 1
Cd 1.84 0.22 -0.53
Se 4.13 -2.71 -2.85
Cl 3.96 0.83 4.81
Cl 3.57 -3.23 1.27
S 2.52 0.00 2.06
S 1.96 2.91 -0.31
S -0.91 1.25 -0.76
P 0.59 -1.18 -3.02
O -1.05 1.44 2.19
O -3.08 1.42 1.04
N 0.45 -2.00 -0.03
N 0.34 -2.73 -2.28
N 5.56 -1.79 -3.54
N 0.30 6.21 -0.27
N -2.99 4.35 -0.79
N 3.37 -1.33 -1.97
N 4.08 0.87 -1.54
C -3.62 -0.37 -4.71
C -0.80 2.98 -0.74
C 4.99 1.84 -1.76
C -1.99 3.75 -0.77
C 6.18 1.63 -2.50
C 0.86 -2.85 -5.25
C -0.40 -3.39 1.71
C -5.69 3.07 6.53
C -6.70 1.27 5.15
C 0.22 -2.23 1.26
C -3.36 2.15 5.13
C 2.57 -1.13 -5.10
C -4.57 1.94 3.00
C 3.94 -0.81 2.60
C -2.47 -0.01 -5.41
C 4.70 -0.22 3.68
C 6.56 -1.76 3.38
C -0.44 -4.19 -0.56
C -6.61 3.72 4.33
C -1.04 -0.89 -3.63
C -4.55 2.24 4.40
C 4.27 -0.31 -2.06
C 1.39 -1.72 -4.60
C -2.20 -1.24 -2.95
C 6.00 -0.62 3.97
C -2.13 1.70 3.11
C -5.89 2.60 5.10
C 1.73 -3.56 -6.16
C 4.48 -2.04 2.07
C 3.30 -1.73 -6.08
C 6.50 0.39 -3.02
C 0.44 3.62 -0.48
C -3.48 -0.96 -3.47
C 2.91 -2.98 -6.58
C -1.20 -0.29 -4.88
C 5.80 -2.46 2.43
C 0.39 5.05 -0.37
C -2.10 1.89 4.49
C 0.13 -2.94 -0.93
C 5.48 -0.57 -2.89
C -3.37 1.64 2.40
C -0.84 -4.33 0.75
B -1.68 1.38 0.93
H -5.93 4.61 4.32
H -6.20 0.48 5.74
H 4.75 2.81 -1.36
H -2.15 -1.83 -2.07
H -1.40 -5.22 1.09
H -6.96 0.81 4.16
H -0.63 -4.94 -1.31
H -7.54 3.96 4.86
H 3.57 -3.47 -7.29
H 6.61 -0.08 4.69
H -4.32 -1.22 -2.85
H 6.82 2.52 -2.57
H 7.49 -2.18 3.73
H 2.95 -0.17 -4.65
H -5.56 1.95 2.52
H -6.58 3.57 6.89
H 1.46 -4.52 -6.55
H -6.84 3.47 3.27
H -4.56 -0.16 -5.15
H -5.42 2.30 7.25
H 7.46 0.14 -3.43
H -0.32 -0.11 -5.47
H 0.29 -3.54 -2.84
H 4.17 -1.27 -6.53
H -4.90 3.85 6.48
H -0.38 -3.55 2.79
H -0.14 -3.20 -5.00
H -7.71 1.48 5.61
H 6.21 -3.34 1.93
H -3.35 2.14 6.19
H -2.60 0.38 -6.45
H 0.51 -1.44 1.91
H -1.20 1.97 5.09
*
```

No. 4
ORCA calculation (ωB97M-V/def2-TZVPD) on a structure of composition C42H33BrIN5O2PRh.

## Properties
Kohn-Sham gap (alpha / beta) in eV: 5.38 / 5.37
LUMO energy (alpha / beta) in eV: -6.8 / -6.8

Geometry as ORCA input:
```
! RIJCOSX wB97M-V def2-TZVPD def2/J DEFGRID3
* xyz 2 1
I 2.60 -0.39 -1.27
Rh 0.45 0.68 0.25
Br -0.94 -0.18 7.61
P -0.68 -1.00 -1.21
O -0.43 -0.71 1.65
O 2.14 2.31 1.46
N -0.08 2.30 -1.08
N 2.94 -2.04 2.50
N -0.68 2.08 1.53
N 2.26 0.09 1.82
N 3.93 -0.06 3.31
C 3.05 -0.72 2.55
C 0.93 -1.61 -3.62
C -4.48 1.46 -1.93
C -2.86 0.45 -0.46
C -0.83 3.34 0.93
C -2.45 -3.85 1.15
C -2.27 -2.70 0.40
C 3.15 -0.71 -4.15
C -2.21 -0.10 -1.57
C 2.13 -0.94 -3.27
C 3.74 1.37 3.10
C -0.51 3.42 -0.44
C -1.04 -2.47 -0.21
C -0.70 1.94 2.82
C 1.97 -1.91 -5.85
C -0.66 0.72 3.55
C 0.00 -3.38 -0.05
C -0.59 -1.58 5.13
C 0.91 -2.15 -4.95
C -0.22 -1.80 -2.81
C -0.47 -1.69 3.77
C -0.18 -2.95 -5.36
C -1.22 -3.21 -4.52
C -1.44 5.69 0.87
C -4.00 1.22 -0.64
C -1.25 -2.61 -3.25
C -3.82 0.93 -3.02
C 2.64 1.36 2.05
C 0.03 3.49 -3.14
C -0.78 0.80 4.96
C -1.32 4.47 1.56
C -0.19 -4.53 0.70
C -0.39 4.64 -2.53
C 3.06 -1.18 -5.48
C 0.18 2.33 -2.37
C 4.94 -0.66 4.15
C -2.68 0.16 -2.85
C -0.76 -0.32 5.73
C -0.68 4.64 -1.15
C -0.51 -0.55 2.92
C -1.13 5.78 -0.46
C -1.42 -4.76 1.31
H -1.63 4.44 2.59
H -5.37 2.06 -2.07
H -0.53 5.55 -3.10
H -3.08 -1.99 0.28
H -1.26 6.71 -1.00
H 5.75 -1.10 3.55
H -2.47 0.29 0.54
H -2.11 -2.77 -2.62
H -3.41 -4.03 1.62
H 0.52 1.41 -2.83
H -0.35 -2.66 3.30
H 2.24 -2.43 1.89
H 4.51 -1.43 4.79
H 1.90 -2.32 -6.85
H -0.91 1.77 5.43
H 0.25 3.46 -4.20
H -2.05 -3.84 -4.82
H 4.65 1.87 2.75
H -2.17 -0.24 -3.72
H 0.95 -3.21 -0.55
H 3.41 1.87 4.01
H 0.61 -5.24 0.81
H 4.05 -0.20 -3.83
H 5.38 0.10 4.79
H -0.56 -2.46 5.76
H -0.16 -3.36 -6.36
H -0.71 2.84 3.44
H -1.57 -5.65 1.90
H 3.86 -0.99 -6.17
H -4.18 1.12 -4.02
H 3.62 -2.65 2.92
H -4.51 1.64 0.21
H -1.81 6.55 1.40
*
```

No. 5
ORCA calculation (ωB97M-V/def2-TZVPD) on a structure of composition C42H33FeN7O10.

## Properties
⟨S²⟩: 6.01
Kohn-Sham gap (alpha / beta) in eV: 5.95 / 5.15
LUMO energy (alpha / beta) in eV: 2.9 / 2.9

Geometry as ORCA input:
```
! RIJCOSX wB97M-V def2-TZVPD def2/J DEFGRID3
* xyz -2 5
Fe -0.01 -0.60 -0.55
O 1.12 1.26 -1.41
O -3.09 -0.31 -2.63
O -3.03 -1.45 1.94
O 2.61 2.86 -0.84
O 4.71 0.48 3.26
O 2.59 -3.76 1.30
O -0.76 -2.30 -1.89
O 0.94 -2.76 0.11
O -1.51 0.66 -1.32
O 2.76 5.04 11.47
N -1.87 -1.84 0.01
N -0.08 -1.25 2.36
N 1.15 1.06 6.54
N -0.24 1.20 1.23
N 1.06 3.06 5.61
N -2.45 -3.72 -1.34
N 2.22 -0.48 0.14
C -0.10 -2.46 2.89
C -2.89 3.05 -2.53
C 0.19 -2.70 4.23
C -3.67 -3.32 0.65
C 2.21 5.06 9.20
C -4.83 4.30 -1.76
C 0.74 2.10 4.67
C 2.26 2.95 10.34
C 0.36 2.27 3.29
C 2.41 4.32 10.37
C 2.00 -2.79 0.78
C 0.17 -0.21 3.15
C 0.79 0.85 5.23
C -3.38 1.91 -1.88
C 0.10 1.13 2.53
C -3.63 4.22 -2.47
C 1.70 3.03 7.99
C 1.91 2.32 9.15
C 2.64 -1.42 0.98
C -2.84 -2.13 0.93
C 3.91 0.17 2.18
C -1.59 2.99 -3.29
C 1.86 4.42 8.03
C 1.31 2.40 6.71
C -2.16 -4.55 -2.48
C 0.26 3.52 2.68
C -0.13 3.59 1.37
C 2.65 0.77 0.26
C -4.57 1.96 -1.16
C -5.28 3.16 -1.11
C -2.59 0.61 -1.97
C -5.07 0.73 -0.42
C 0.49 -0.35 4.51
C 0.50 -1.64 5.04
C 3.52 -1.14 2.01
C -1.67 -2.58 -1.09
C -0.38 2.39 0.68
C 3.50 1.15 1.28
C -5.60 5.59 -1.69
C -3.43 -4.04 -0.45
C 2.09 1.74 -0.77
C 2.97 4.32 12.67
H 0.49 4.42 3.25
H -3.27 5.11 -2.99
H 3.78 3.60 12.57
H -4.01 -4.93 -0.70
H -1.45 -5.35 -2.23
H 3.81 2.19 1.36
H -6.21 3.20 -0.55
H -6.61 5.43 -1.29
H -1.71 -3.93 -3.25
H 1.33 0.34 7.21
H 2.06 3.79 12.98
H 0.19 -3.72 4.61
H -6.05 0.92 0.01
H -4.38 0.45 0.38
H -0.68 2.39 -0.36
H -1.56 2.12 -3.95
H 4.79 1.44 3.30
H 2.41 2.35 11.23
H -5.70 6.05 -2.68
H -5.12 -0.12 -1.10
H 2.34 6.13 9.24
H 0.76 -1.80 6.09
H 1.70 4.98 7.12
H -3.08 -4.99 -2.86
H -4.46 -3.57 1.34
H 3.83 -1.93 2.69
H 3.23 5.05 13.43
H -0.21 4.53 0.85
H 1.79 1.24 9.16
H -0.73 2.88 -2.62
H -1.45 3.90 -3.89
H -5.11 6.32 -1.04
H -0.31 -3.27 2.20
*
```

no.,largest force on an atom (eV/Å),E_tot (hartree)
1,0.7,-4270.80101
2,1.2,-4113.69517
3,3.2,-7204.46844
4,2.4,-5367.72314
5,0.5,-4020.03073